# C39H53MoN5P2

A molecular structure, C39H53MoN5P2 at a distorted geometry (ωB97M-V with the def2-TZVPD basis set, OMol25).

CARTESIAN COORDINATES (ANGSTROEM)
Mo (-0.77544, 1.73728, -2.95792)
C (-1.14034, 1.65415, -4.95712)
C (0.15419, 2.25421, -4.70179)
C (0.29109, 3.76636, -4.80333)
C (-0.69555, 4.54299, -3.89930)
C (-1.21472, 3.75245, -2.74166)
C (-2.39747, 2.88858, -2.65839)
C (-3.24663, 2.80319, -3.85035)
C (-2.37968, 2.46802, -5.14520)
C (-0.61652, 1.81117, 0.07810)
H (-1.19262, 0.61316, -5.29394)
H (1.02696, 1.69151, -5.04741)
H (0.09591, 4.07554, -5.84754)
H (1.32343, 4.11339, -4.57458)
H (-0.18615, 5.42376, -3.46664)
H (-1.47942, 5.03805, -4.51740)
H (-1.07408, 4.32476, -1.82009)
H (-2.85384, 2.80267, -1.66589)
H (-3.84959, 3.72438, -4.01785)
H (-4.00683, 2.00366, -3.71638)
H (-3.03235, 1.81543, -5.76285)
H (-2.14001, 3.39727, -5.68482)
H (-1.26789, 1.39316, -0.77047)
H (-1.34108, 2.11803, 0.87059)
H (-0.09272, 0.92036, 0.45277)
P (0.46627, 3.26859, -0.33940)
P (1.50605, 0.21697, -2.19832)
N (-0.72043, 4.71444, 0.28845)
N (1.65445, 3.81177, 0.81628)
N (0.24766, -0.52333, -3.64177)
N (2.71280, -0.90677, -3.00203)
C (1.79711, 3.18143, -1.81192)
C (2.33679, 1.90274, -2.51193)
C (-2.05803, 4.50124, 0.53322)
C (-2.62066, 5.56868, 1.22034)
C (-1.58144, 6.54219, 1.35253)
C (-0.43296, 6.00110, 0.75901)
C (1.49151, 3.54089, 2.17726)
C (2.52319, 4.14107, 2.89665)
C (3.35440, 4.83976, 1.95104)
C (2.78628, 4.66238, 0.69548)
C (-1.10284, -0.71584, -3.13705)
C (-1.78401, -1.51802, -4.16150)
C (-0.85842, -1.86333, -5.11689)
C (0.37937, -1.29241, -4.77868)
C (3.62635, -0.75713, -4.04862)
C (4.13263, -2.00015, -4.43283)
C (3.45031, -2.96893, -3.64761)
C (2.57413, -2.29535, -2.82274)
H (2.70882, 3.69804, -1.45703)
H (1.38868, 3.89516, -2.54764)
H (2.33717, 2.08264, -3.60301)
H (3.41486, 1.80294, -2.30334)
H (-2.53419, 3.60740, 0.18064)
H (-3.61631, 5.61905, 1.59597)
H (-1.67382, 7.51119, 1.82821)
H (0.53330, 6.45342, 0.61000)
H (0.64757, 2.97561, 2.49674)
H (2.66570, 4.09479, 3.95569)
H (4.24782, 5.40584, 2.17656)
H (3.09624, 5.07136, -0.25243)
H (-1.78259, 0.12416, -2.72859)
H (-2.84525, -1.75940, -4.14530)
H (-1.05163, -2.50041, -5.99977)
H (1.29159, -1.39187, -5.35484)
H (3.83304, 0.21199, -4.45951)
H (4.87319, -2.20475, -5.17399)
H (3.57865, -4.04779, -3.69668)
H (1.83018, -2.69255, -2.16217)
C (-0.30830, -4.15572, 2.67796)
C (-0.48226, -3.27679, 1.46810)
C (-1.63010, -3.42151, 0.68417)
C (-1.77960, -2.66651, -0.48479)
C (-3.04353, -2.87905, -1.27593)
C (-0.78986, -1.77655, -0.85124)
C (0.33741, -1.52383, -0.07214)
C (0.46596, -2.32116, 1.09147)
N (1.31912, -0.52870, -0.43110)
C (2.47590, -0.31145, 0.44552)
C (2.02587, 0.09741, 1.84454)
C (3.34491, -1.56537, 0.39144)
C (3.34959, 0.84033, -0.01409)
H (-1.20084, -4.12078, 3.31160)
H (-0.15351, -5.20617, 2.40111)
H (0.54459, -3.84985, 3.28740)
H (-2.42533, -4.10709, 0.99109)
H (-3.10509, -3.91551, -1.66839)
H (-3.91236, -2.71906, -0.60802)
H (-3.12576, -2.18420, -2.12587)
H (-0.88266, -1.36948, -1.94114)
H (1.32919, -2.26252, 1.75324)
H (1.24045, -0.49564, 2.31303)
H (2.91172, 0.06731, 2.49546)
H (1.65885, 1.12985, 1.83459)
H (3.57478, -1.82673, -0.64767)
H (4.28352, -1.34705, 0.91578)
H (2.90449, -2.44841, 0.84943)
H (3.89158, 0.61223, -0.93599)
H (2.73786, 1.74261, -0.09438)
H (4.09451, 1.03380, 0.76661)

As for the HOMO-LUMO gap (alpha / beta): 5.9 / 5.0 eV. The value obtained for the HOMO energy (alpha / beta) is -12.965 / -12.951 eV. The energy above the lowest of the compared OMol25 structures with the same formula, charge and spin is 7.371 eV. The spin multiplicity is 3. The calculation puts the total energy at -69159.205 eV. The LUMO energy (alpha / beta) is -7.1 / -8.0 eV. The largest force on an atom comes out at 6.20 eV Å⁻¹. As for the charge: +2.